C42H39FNO3PPb as an isolated structure, computed with wB97M-V/def2-TZVPD.

XYZ file:
```
88
Properties=species:S:1:pos:R:3
Pb -1.66 -1.54 0.77
P -1.07 1.32 0.05
F 5.77 -1.39 2.90
O 0.05 -2.12 -3.04
O -0.58 -2.35 -0.90
O 1.08 -0.92 0.83
N 3.84 -1.15 -2.20
C -5.14 0.36 0.04
C 3.95 -1.28 1.47
C 5.96 -0.17 -2.99
C -3.06 0.79 -1.79
C -2.82 0.92 -0.41
C 4.71 -0.93 -3.40
C -0.82 3.11 -0.28
C -2.66 -4.29 1.15
C 0.54 3.42 -0.33
C 6.66 -0.88 -1.84
C -3.27 3.95 -0.45
C -5.39 0.28 -1.32
C -1.97 1.01 -2.81
C -5.10 -3.69 1.02
C -1.29 5.43 -0.63
C 0.99 4.72 -0.48
C 0.06 5.73 -0.64
C -4.35 0.47 -2.22
C 5.30 -1.24 1.67
C -1.26 -3.54 2.97
C -3.86 0.65 0.49
C 0.04 0.57 2.52
C 5.72 -1.00 -0.68
C 2.01 -1.20 -0.09
C -1.01 1.29 1.90
C -1.42 -4.28 1.80
C -1.92 1.79 4.09
C -3.58 -2.88 2.86
C -1.77 4.14 -0.45
C 1.30 0.14 1.80
C -3.76 -3.60 1.67
C 6.19 -1.06 0.61
C 4.33 -1.07 -0.91
C 2.58 -1.51 -2.39
C 1.63 -1.57 -1.38
C 0.24 -2.03 -1.85
C 3.42 -1.16 0.17
C 3.96 -0.19 -4.50
C 0.04 0.43 3.91
C -1.94 1.94 2.71
C -2.35 -2.85 3.51
C -0.95 1.00 4.69
H 7.56 -0.34 -1.53
H 2.05 4.93 -0.50
H -5.02 -3.89 -0.05
H 6.62 -0.11 -3.85
H -3.60 3.40 -1.34
H -1.08 0.43 -2.56
H -5.67 -4.51 1.46
H 7.25 -1.03 0.82
H 2.23 -1.71 -3.39
H -0.33 -3.59 3.52
H -3.61 3.39 0.42
H -2.79 -4.92 0.28
H 2.02 -0.17 2.55
H -5.94 0.20 0.75
H 5.00 -1.92 -3.77
H -2.66 2.30 4.70
H -1.69 2.06 -2.85
H 3.31 -1.50 2.32
H -5.68 -2.77 1.17
H 0.39 6.76 -0.77
H 0.85 -0.10 4.39
H 4.68 0.12 -5.26
H -3.70 0.76 1.56
H -6.38 0.06 -1.69
H 1.72 1.00 1.27
H -3.76 4.91 -0.46
H 5.69 0.84 -2.69
H -0.94 0.87 5.76
H -4.44 -2.39 3.31
H -2.25 -2.32 4.44
H 1.26 2.62 -0.24
H -2.30 0.70 -3.80
H -0.61 -4.88 1.41
H 3.49 0.71 -4.10
H 3.21 -0.79 -4.99
H -4.53 0.38 -3.28
H -2.00 6.23 -0.77
H 6.98 -1.88 -2.15
H -2.68 2.60 2.26
```

Results
* total charge: +2
* energy above the lowest of the compared OMol25 structures with the same formula, charge and spin: 0.056 eV
* HOMO: -13.39 eV
* lowest unoccupied orbital energy: -6.02 eV
* largest force on an atom: 0.93 eV Å⁻¹
* gap between HOMO and LUMO: 7.4 eV